(1)
31
Properties=species:S:1:pos:R:3:forces:R:3 method="wB97M-V/def2-TZVPD" smiles=ClC(Cl)Cl.ClC(Cl)Cl.ClC(Cl)Cl.ClCCCl.ClCCCl e_above_lowest_ev=0.540 gap_ev=11.104 homo_ev=-10.9
Cl 3.537405 2.517346 -0.676325 0.0648 -0.7938 0.3153
C 3.783355 3.931186 0.335655 -1.0965 0.4392 -0.4115
Cl 2.159495 4.480096 0.943415 0.9934 -0.2198 0.0086
Cl 4.462175 5.129056 -0.748435 0.3110 0.6160 0.3096
H 4.450055 3.749986 1.178725 -0.2477 -0.0825 -0.2277
Cl 2.903465 -0.674024 -3.141585 -0.6628 0.2708 -0.7857
C 1.409525 -0.544604 -4.151455 -0.3391 -0.3806 0.1527
Cl 1.516415 -1.252644 -5.767115 0.5785 -0.0596 0.0668
Cl 0.798325 1.110616 -4.319115 0.3773 -0.3261 0.3794
H 0.674385 -1.178824 -3.656035 0.0955 0.5298 0.1894
Cl -0.418795 1.305076 1.356085 0.3939 -0.1435 -1.5969
C 0.077205 1.243526 -0.414585 -0.7334 0.2447 -0.0969
Cl -0.282175 2.806796 -1.234105 0.0588 -0.8547 0.5759
Cl -0.751145 -0.115614 -1.312115 0.5451 0.9730 0.9715
H 1.156775 1.104946 -0.473045 -0.3211 -0.1772 0.1534
Cl -0.204555 -1.585514 3.711755 0.7578 -0.0631 -0.7152
C 1.129665 -1.747614 2.474445 1.0109 0.4813 1.2744
C 0.749745 -2.668964 1.364555 -1.0341 -0.3597 0.1454
Cl 1.836695 -2.421174 0.016375 0.4184 0.2399 -0.7579
H 2.053805 -2.018294 2.985125 -0.3069 -0.7895 0.3593
H 1.471165 -0.769234 2.136435 -1.0482 0.2413 -0.3612
H -0.284305 -2.444154 1.103235 0.0987 0.0743 -0.4911
H 0.788495 -3.740034 1.563025 0.0787 0.2132 0.5327
Cl -5.187675 0.866556 1.934085 0.5310 -0.6719 -0.1886
C -3.866145 -0.238324 1.342215 -0.2356 -0.0341 -0.4615
C -4.396455 -1.244294 0.331825 -0.2991 -0.4343 -0.1591
Cl -3.119965 -2.459714 -0.020825 0.2531 0.0244 0.0027
H -3.435295 -0.832354 2.148185 -0.1400 0.4940 0.3009
H -3.112125 0.413866 0.901535 -0.0566 -0.1880 0.1029
H -4.698025 -0.862894 -0.643715 0.0390 0.3349 0.2980
H -5.201495 -1.860774 0.731765 -0.0846 0.4018 0.1145

---

(2)
39
Properties=species:S:1:pos:R:3:forces:R:3 method="wB97M-V/def2-TZVPD" gap_ev=9.069 homo_ev=-9.0
F -0.965790 -1.148070 3.173413 0.1076 -0.0805 0.1970
Si 0.128858 -0.716895 2.078673 -0.2286 0.0728 -0.6840
O -0.383418 0.720920 1.460030 0.0927 0.0138 0.6523
Si -0.927906 1.867220 2.554752 -0.2662 0.5083 0.3831
C -2.791273 1.778390 2.813750 0.4985 -0.3771 -0.3718
C -3.443859 0.831817 1.800998 -0.4551 0.3438 -0.0510
C -4.914997 0.546263 2.080021 0.2744 -0.5001 -0.2489
S -5.176430 -0.669759 3.411054 -0.3124 -0.0313 0.3623
H 1.454852 -0.605479 2.694638 -0.0321 0.0036 0.1603
H 0.053324 -1.710175 1.014982 0.1508 0.0329 -0.1223
H -0.561267 3.214517 2.106859 0.0359 0.0299 -0.1022
H -0.202644 1.636670 3.829513 0.0000 -0.1273 -0.0204
H -3.198468 2.776782 2.655440 -0.0456 0.0955 0.1610
H -2.987698 1.482854 3.844188 -0.1139 -0.0772 0.0380
H -2.927852 -0.121002 1.700459 0.1235 -0.0443 0.1081
H -3.393826 1.302412 0.815571 0.0818 -0.0098 -0.0615
H -5.346000 0.098084 1.186932 -0.1275 0.0761 -0.0441
H -5.475573 1.446501 2.317341 0.0343 0.0945 0.0906
H -3.910249 -0.996919 3.699003 0.1130 0.1617 -0.1841
C 0.841105 4.427184 -1.120182 0.0301 -0.0051 0.0312
Cl -0.322306 5.584403 -0.460501 -0.0102 0.0067 0.0047
Cl 0.542342 4.218810 -2.849725 -0.0055 0.0061 -0.0107
Cl 2.480425 5.037178 -0.877453 -0.0578 -0.0127 -0.0186
Cl 0.655979 2.880285 -0.296278 0.1238 -0.0085 -0.3217
C 0.559257 -5.339380 0.661339 -0.0049 0.0096 -0.0058
Cl -0.617791 -4.313907 1.485861 -0.0909 -0.2020 0.0625
Cl 0.201259 -5.377381 -1.065416 0.0284 -0.0134 -0.0193
Cl 2.181426 -4.680520 0.909883 0.0182 0.0115 0.0007
Cl 0.482287 -6.976138 1.317092 0.0051 -0.0045 0.0041
C 5.446652 5.035682 -3.994123 -0.0340 -0.0201 -0.0097
Cl 6.975375 4.327584 -4.521947 0.0080 -0.0003 -0.0007
Cl 5.586187 5.544251 -2.308043 0.0984 0.0319 0.0141
Cl 5.066264 6.435709 -4.999686 -0.0046 0.0088 -0.0035
Cl 4.158628 3.837729 -4.139463 -0.0069 -0.0070 0.0002
C 2.148538 -6.475991 -4.597075 0.0269 -0.0018 0.0476
Cl 0.469323 -5.932990 -4.508993 -0.0559 0.0132 -0.0500
Cl 3.195696 -5.257342 -3.865331 0.0039 0.0080 0.0076
Cl 2.317069 -7.999204 -3.721351 -0.0014 -0.0062 0.0096
Cl 2.602500 -6.710095 -6.286225 -0.0021 0.0003 -0.0049

---

(3)
35
Properties=species:S:1:pos:R:3:forces:R:3 method="wB97M-V/def2-TZVPD" smiles=ClC(Cl)Cl.ClC(Cl)Cl.ClC(Cl)Cl.ClCCl.ClCCl.ClCCl.ClCCl e_above_lowest_ev=0.268 gap_ev=11.139 homo_ev=-10.9
Cl 3.812098 -2.979987 1.538712 0.2409 0.1757 -0.2491
C 4.219908 -2.048176 0.069082 0.1409 0.4771 0.8775
Cl 5.485590 -0.828131 0.394958 -0.1779 -0.6051 -0.0495
Cl 2.786662 -1.190147 -0.468615 -0.1786 -0.2608 -0.3911
H 4.577555 -2.757184 -0.664031 -0.0581 0.1438 -0.1840
Cl 1.660284 -0.050238 2.885377 0.1728 0.2463 -0.1340
C 0.636477 1.281682 3.423702 0.0321 -0.1811 0.1188
Cl -0.493127 1.762661 2.154100 -0.0626 -0.0607 0.1912
Cl 1.572565 2.664208 3.988089 0.1327 0.0459 -0.1022
H 0.103531 0.903821 4.286904 -0.2749 0.1079 -0.1386
Cl -3.953612 -1.022769 -4.162878 -0.0966 -0.1547 0.1514
C -2.500950 -0.880285 -5.116952 0.3990 0.3880 -0.5161
Cl -2.555552 0.592223 -6.114156 -0.0523 -0.0863 0.0153
Cl -2.212066 -2.294796 -6.142455 -0.1214 0.0410 0.1759
H -1.635883 -0.757173 -4.479066 -0.1339 -0.1595 0.2003
Cl 3.498206 4.622072 -1.259270 0.2590 0.4335 -0.7080
C 2.672524 3.989831 0.104298 -0.5477 -1.1792 0.9382
Cl 2.330515 2.210593 -0.071250 0.2732 0.5547 0.0618
H 3.296935 4.086448 0.985398 -0.0028 -0.0247 -0.0210
H 1.700875 4.436488 0.279746 0.0709 0.2387 -0.2531
Cl -6.191469 0.838120 0.966773 -0.0535 -0.1375 0.2045
C -4.467781 1.155673 0.836528 0.2680 0.2566 -0.5227
Cl -4.081892 2.859705 1.204545 0.0344 -0.3480 0.0245
H -3.878192 0.501004 1.468668 -0.2310 0.0986 0.3029
H -4.184013 0.973050 -0.193644 -0.0244 0.1053 -0.0024
Cl -1.445117 -4.470913 1.745158 0.6842 0.1415 -0.2359
C 0.122123 -3.582386 1.798712 -0.8010 0.0717 0.3761
Cl 0.438802 -3.108497 3.495082 0.1385 -0.2354 -0.5866
H 0.937219 -4.177017 1.406081 -0.0842 -0.2866 0.2377
H -0.003698 -2.703672 1.175548 0.0237 0.1577 0.2092
Cl -0.779418 -1.485482 -1.918059 0.3416 0.0336 -0.0014
C -0.321066 -0.025421 -1.059842 -0.0068 0.8929 0.8301
Cl -1.564874 1.245622 -1.210924 0.0907 -0.1387 -0.0163
H -0.189917 -0.222537 0.003378 -0.3604 -0.2797 -0.0521
H 0.606771 0.461625 -1.349700 -0.0345 -0.4727 -0.7514

---

(4)
31
Properties=species:S:1:pos:R:3:forces:R:3 method="wB97M-V/def2-TZVPD" gap_ev=8.042 charge=-1 homo_ev=-5.5
O -1.257960 -1.671578 0.493144 -0.4810 0.4598 -0.2173
C -0.372020 -0.978506 1.009922 0.3707 -1.5567 -0.4745
O 0.683339 -1.392415 1.537593 -1.1641 1.4631 1.0438
C -0.571998 0.557024 0.943445 0.4574 -0.5474 -0.2773
O -1.481086 0.941167 -0.032673 -0.4377 0.5159 0.4546
O -1.030082 0.928959 2.265025 -0.1291 0.8259 -0.2095
S 0.009948 1.891557 2.992389 0.6554 -0.6507 1.1415
O 0.251198 1.397018 4.297844 0.0465 -0.2358 0.0491
O -0.341585 3.267919 2.887332 -0.2603 0.0925 -0.7065
O 1.278221 1.559664 2.068406 -0.4969 -0.1027 0.0024
C 0.649609 1.451605 0.766181 -0.1285 1.3664 0.1676
S 1.729684 1.203889 -0.630421 0.3731 -0.7837 0.0379
H -1.082010 0.729913 -0.887863 -0.0414 -0.2097 0.0586
H 0.218678 2.451256 0.650987 -0.0696 -0.0947 -0.5904
H 1.307322 2.240017 -1.368638 -0.0961 0.1579 0.3158
Cl 5.295609 -0.339697 0.123620 0.0091 -0.0118 0.0229
C 5.171831 -2.114389 0.315134 0.1516 -0.1892 -0.0537
C 3.969482 -2.683940 -0.392136 -0.4974 0.0151 0.0330
Cl 2.426528 -2.185045 0.394007 1.6966 -0.6115 -0.8562
H 5.142386 -2.332454 1.380049 -0.0921 0.1080 0.0198
H 6.089292 -2.534822 -0.097123 0.0023 0.0480 -0.0313
H 4.015314 -3.774115 -0.359083 0.0942 0.0144 0.0222
H 3.944528 -2.372862 -1.436101 0.0534 0.0281 0.0141
Cl -2.844359 1.405806 -3.018564 -0.0324 -0.0104 0.0336
C -3.896386 0.728854 -1.735506 -0.0234 -0.1466 0.1031
C -5.106990 0.042026 -2.304316 0.0278 -0.0804 0.0167
Cl -6.256046 1.187648 -3.061253 -0.0196 -0.0118 -0.0376
H -4.168864 1.540033 -1.067031 0.0299 0.0574 -0.0526
H -3.297062 0.012799 -1.175300 -0.0034 -0.0187 -0.0114
H -5.645374 -0.462889 -1.504946 0.0056 0.0520 0.0410
H -4.831149 -0.694441 -3.054120 -0.0006 0.0575 -0.0595

---

(5)
27
Properties=species:S:1:pos:R:3:forces:R:3 method="wB97M-V/def2-TZVPD" gap_ev=6.661 charge=-1 homo_ev=-3.8
C 3.892908 -0.144151 -0.577015 -0.6145 -1.8507 -1.5366
C 2.419073 0.029883 -0.973559 0.2261 0.6016 0.0540
N 2.151525 0.553922 -2.102094 -0.2965 -0.3393 0.1653
C 1.288722 -0.504263 -0.065722 0.3245 0.1650 0.1565
N -0.039352 0.222797 -0.084257 1.0990 -0.8623 0.5874
C -1.098641 -0.779363 0.131822 -0.6575 0.3942 0.0767
C -2.488800 -0.392910 -0.467182 0.2492 0.0505 -0.5531
O -2.476099 0.878104 -1.059645 0.0358 0.1227 0.0075
C -3.627780 -0.609951 0.531471 0.1595 -0.7822 0.2204
F -3.844256 -1.964080 0.611690 0.0043 0.4208 0.0176
F -3.407721 -0.202953 1.782396 -0.3163 0.1015 -0.4143
F -4.795601 -0.070597 0.099978 0.3622 0.0686 0.1342
C -0.227990 1.267772 0.862808 -0.3414 0.5713 0.0447
O -1.340381 1.523754 1.240995 -0.8391 -0.2998 0.1942
O 0.800894 2.006316 1.322468 -2.0950 -0.4341 -0.9217
H 4.364702 0.817634 -0.470738 0.1668 -0.1269 -0.0393
H 4.385511 -0.723124 -1.381298 -0.1779 0.1433 -0.0883
H 3.967204 -0.747712 0.322049 0.2137 0.2983 0.1417
H 1.131871 0.561435 -2.200796 0.0435 0.2969 -0.1017
H 1.116527 -1.525951 -0.421227 -0.2240 0.1390 -0.0995
H 1.623054 -0.608291 0.966902 0.2548 0.1793 -0.1029
H -1.177336 -0.963201 1.209602 -0.2697 0.0000 -0.0813
H -0.835901 -1.737015 -0.312708 0.2665 0.2432 -0.1739
H -2.680634 -1.115104 -1.274205 -0.2484 -0.0875 0.2364
H -3.371846 1.217013 -1.154214 -0.0265 -0.1358 0.0758
H 1.098705 1.574113 2.137986 0.8867 0.3030 -0.2012
Cl 3.171642 1.435922 1.324497 1.8143 0.8194 2.2015

---

(6)
21
Properties=species:S:1:pos:R:3:forces:R:3 method="wB97M-V/def2-TZVPD" s2=2.0410 spin_multiplicity=3 gap_ev="5.985 / 6.476" charge=+1 homo_ev="-9.3 / -13.5"
C -2.372088 -1.676603 -0.419802 -1.5658 -0.9934 -3.2403
C -1.985042 -1.610518 0.936873 1.0824 0.5338 2.8360
C -1.455926 -1.531085 -1.453646 1.4005 0.8281 0.2662
C -0.659220 -1.462189 1.247411 -0.3104 -0.3195 2.0073
C -0.144897 -1.238920 -1.084390 -1.1043 -0.0209 -5.2834
C 0.330992 -1.328287 0.243753 2.3006 0.3826 3.8283
C 1.872391 1.256996 0.256545 1.9078 0.7421 2.5376
N 0.499977 1.528479 -0.163434 -0.8935 -0.4564 -1.2004
Si 2.095706 -0.671548 0.684853 -2.6724 1.3837 -1.2793
Cl 3.467499 -1.105541 -0.647802 1.2873 -0.9508 -1.1908
H -3.377979 -2.013781 -0.602663 -0.1698 0.0110 -0.3258
H -2.842485 -1.670050 1.618323 0.9362 0.1023 0.3260
H -1.689733 -1.584437 -2.518888 -0.2300 0.0078 0.4749
H -0.327957 -1.431569 2.314664 -0.4737 -0.1044 -0.9497
H 0.546431 -1.069295 -1.937875 -0.2068 -0.3006 0.7612
H 2.028545 1.933125 1.179907 0.0442 -1.2382 -1.2477
H 2.622419 1.619135 -0.451533 -0.3579 -0.2282 -0.1786
H 0.058236 2.027699 0.621692 -0.6714 -0.8383 -0.6333
H 0.119206 0.563150 -0.486130 -0.6524 1.8189 0.7370
H 0.429132 2.130304 -0.988673 0.0795 0.0693 0.1673
H 2.587526 -0.723923 1.988702 0.2700 -0.4287 1.5875

---

Copy entry 5 word for word.
27
Properties=species:S:1:pos:R:3:forces:R:3 method="wB97M-V/def2-TZVPD" gap_ev=6.661 charge=-1 homo_ev=-3.8
C 3.892908 -0.144151 -0.577015 -0.6145 -1.8507 -1.5366
C 2.419073 0.029883 -0.973559 0.2261 0.6016 0.0540
N 2.151525 0.553922 -2.102094 -0.2965 -0.3393 0.1653
C 1.288722 -0.504263 -0.065722 0.3245 0.1650 0.1565
N -0.039352 0.222797 -0.084257 1.0990 -0.8623 0.5874
C -1.098641 -0.779363 0.131822 -0.6575 0.3942 0.0767
C -2.488800 -0.392910 -0.467182 0.2492 0.0505 -0.5531
O -2.476099 0.878104 -1.059645 0.0358 0.1227 0.0075
C -3.627780 -0.609951 0.531471 0.1595 -0.7822 0.2204
F -3.844256 -1.964080 0.611690 0.0043 0.4208 0.0176
F -3.407721 -0.202953 1.782396 -0.3163 0.1015 -0.4143
F -4.795601 -0.070597 0.099978 0.3622 0.0686 0.1342
C -0.227990 1.267772 0.862808 -0.3414 0.5713 0.0447
O -1.340381 1.523754 1.240995 -0.8391 -0.2998 0.1942
O 0.800894 2.006316 1.322468 -2.0950 -0.4341 -0.9217
H 4.364702 0.817634 -0.470738 0.1668 -0.1269 -0.0393
H 4.385511 -0.723124 -1.381298 -0.1779 0.1433 -0.0883
H 3.967204 -0.747712 0.322049 0.2137 0.2983 0.1417
H 1.131871 0.561435 -2.200796 0.0435 0.2969 -0.1017
H 1.116527 -1.525951 -0.421227 -0.2240 0.1390 -0.0995
H 1.623054 -0.608291 0.966902 0.2548 0.1793 -0.1029
H -1.177336 -0.963201 1.209602 -0.2697 0.0000 -0.0813
H -0.835901 -1.737015 -0.312708 0.2665 0.2432 -0.1739
H -2.680634 -1.115104 -1.274205 -0.2484 -0.0875 0.2364
H -3.371846 1.217013 -1.154214 -0.0265 -0.1358 0.0758
H 1.098705 1.574113 2.137986 0.8867 0.3030 -0.2012
Cl 3.171642 1.435922 1.324497 1.8143 0.8194 2.2015

---

Copy entry 4 word for word.
31
Properties=species:S:1:pos:R:3:forces:R:3 method="wB97M-V/def2-TZVPD" gap_ev=8.042 charge=-1 homo_ev=-5.5
O -1.257960 -1.671578 0.493144 -0.4810 0.4598 -0.2173
C -0.372020 -0.978506 1.009922 0.3707 -1.5567 -0.4745
O 0.683339 -1.392415 1.537593 -1.1641 1.4631 1.0438
C -0.571998 0.557024 0.943445 0.4574 -0.5474 -0.2773
O -1.481086 0.941167 -0.032673 -0.4377 0.5159 0.4546
O -1.030082 0.928959 2.265025 -0.1291 0.8259 -0.2095
S 0.009948 1.891557 2.992389 0.6554 -0.6507 1.1415
O 0.251198 1.397018 4.297844 0.0465 -0.2358 0.0491
O -0.341585 3.267919 2.887332 -0.2603 0.0925 -0.7065
O 1.278221 1.559664 2.068406 -0.4969 -0.1027 0.0024
C 0.649609 1.451605 0.766181 -0.1285 1.3664 0.1676
S 1.729684 1.203889 -0.630421 0.3731 -0.7837 0.0379
H -1.082010 0.729913 -0.887863 -0.0414 -0.2097 0.0586
H 0.218678 2.451256 0.650987 -0.0696 -0.0947 -0.5904
H 1.307322 2.240017 -1.368638 -0.0961 0.1579 0.3158
Cl 5.295609 -0.339697 0.123620 0.0091 -0.0118 0.0229
C 5.171831 -2.114389 0.315134 0.1516 -0.1892 -0.0537
C 3.969482 -2.683940 -0.392136 -0.4974 0.0151 0.0330
Cl 2.426528 -2.185045 0.394007 1.6966 -0.6115 -0.8562
H 5.142386 -2.332454 1.380049 -0.0921 0.1080 0.0198
H 6.089292 -2.534822 -0.097123 0.0023 0.0480 -0.0313
H 4.015314 -3.774115 -0.359083 0.0942 0.0144 0.0222
H 3.944528 -2.372862 -1.436101 0.0534 0.0281 0.0141
Cl -2.844359 1.405806 -3.018564 -0.0324 -0.0104 0.0336
C -3.896386 0.728854 -1.735506 -0.0234 -0.1466 0.1031
C -5.106990 0.042026 -2.304316 0.0278 -0.0804 0.0167
Cl -6.256046 1.187648 -3.061253 -0.0196 -0.0118 -0.0376
H -4.168864 1.540033 -1.067031 0.0299 0.0574 -0.0526
H -3.297062 0.012799 -1.175300 -0.0034 -0.0187 -0.0114
H -5.645374 -0.462889 -1.504946 0.0056 0.0520 0.0410
H -4.831149 -0.694441 -3.054120 -0.0006 0.0575 -0.0595